Record 1
{"formula": "C35H43As3Br2CuN5Se", "method": "the ωB97M-V functional and the def2-TZVPD basis", "spin_multiplicity": 2, "orbital_gap_ev": [7.0, 6.4], "lumo_energy_ev": [-3.25, -4.04], "relative_energy_kcal_mol": 0.0, "charge": 1, "elements": ["Cu", "Br", "C", "C", "C", "N", "C", "C", "C", "C", "C", "Br", "C", "C", "N", "H", "H", "H", "H", "H", "H", "C", "As", "C", "C", "C", "C", "C", "As", "C", "C", "C", "As", "C", "C", "H", "H", "H", "H", "H", "H", "H", "H", "H", "H", "H", "H", "H", "H", "H", "H", "H", "H", "H", "H", "H", "H", "H", "H", "H", "H", "H", "C", "C", "C", "C", "C", "C", "C", "C", "N", "H", "H", "H", "H", "H", "H", "Se", "N", "C", "C", "C", "C", "C", "C", "N", "H", "H", "H", "H"], "xyz": [[-0.597, -0.245, 0.604], [-4.765, 1.080, 5.708], [-3.729, 0.839, 4.161], [-3.079, 1.891, 3.539], [-2.318, 1.627, 2.405], [-2.199, 0.385, 1.878], [-2.788, -0.629, 2.531], [-3.517, -0.440, 3.688], [-2.616, -1.989, 1.957], [-3.472, -3.028, 2.246], [-3.229, -4.280, 1.675], [-4.311, -5.737, 2.097], [-2.144, -4.455, 0.832], [-1.360, -3.349, 0.587], [-1.585, -2.181, 1.149], [-3.150, 2.903, 3.922], [-1.830, 2.436, 1.901], [-3.893, -1.276, 4.263], [-4.379, -2.928, 2.888], [-1.960, -5.422, 0.352], [-0.527, -3.399, -0.146], [-0.554, -1.546, -2.681], [0.647, -0.660, -1.420], [2.008, -2.043, -1.515], [1.209, 0.706, -2.758], [2.223, 1.840, -2.570], [2.604, 2.288, -3.991], [1.554, 3.045, -1.904], [0.486, 2.682, -0.270], [-0.501, 4.384, -0.255], [1.661, 3.237, 1.198], [3.448, 1.273, -1.752], [5.232, 2.106, -2.136], [5.021, 3.792, -1.148], [6.085, 1.109, -0.639], [-0.001, -1.916, -3.535], [-1.319, -0.826, -2.934], [-1.081, -2.369, -2.196], [2.292, -2.338, -2.498], [1.641, -2.910, -1.005], [2.880, -1.728, -0.946], [0.229, 1.114, -3.038], [1.581, 0.072, -3.512], [1.696, 2.659, -4.516], [3.058, 1.496, -4.598], [3.367, 3.118, -3.966], [0.898, 3.493, -2.623], [2.268, 3.799, -1.651], [0.272, 5.140, -0.333], [-1.017, 4.521, 0.688], [-1.229, 4.446, -1.067], [2.087, 4.202, 0.957], [2.433, 2.570, 1.534], [0.971, 3.453, 2.029], [3.582, 0.230, -2.075], [3.265, 1.300, -0.678], [4.404, 4.472, -1.741], [5.987, 4.259, -1.040], [4.548, 3.672, -0.158], [6.219, 0.062, -0.810], [5.517, 1.101, 0.299], [7.050, 1.570, -0.340], [1.033, -0.136, 2.582], [1.710, -1.391, 2.463], [1.158, -2.572, 3.011], [1.745, -3.800, 2.906], [2.935, -3.925, 2.149], [3.539, -2.752, 1.617], [2.929, -1.536, 1.777], [3.545, -5.214, 2.001], [3.947, -6.294, 1.887], [1.505, 0.742, 2.162], [0.137, -0.072, 3.176], [0.227, -2.510, 3.600], [1.307, -4.671, 3.377], [4.459, -2.884, 1.007], [3.375, -0.671, 1.303], [-2.890, 2.092, -2.312], [-2.945, 0.501, -1.509], [-4.167, 0.033, -1.571], [-4.607, -1.201, -0.985], [-5.946, -1.453, -0.984], [-6.880, -0.614, -1.651], [-6.488, 0.541, -2.278], [-5.090, 0.882, -2.252], [-4.630, 2.084, -2.664], [-3.835, -1.803, -0.490], [-6.317, -2.399, -0.512], [-7.910, -0.848, -1.633], [-7.124, 1.193, -2.824]], "mulliken_charge": [-0.052, -0.114, -0.308, -0.709, -0.332, 1.077, 0.433, -0.956, 0.270, -0.544, -0.500, -0.107, -0.758, -0.584, 1.479, 0.475, 0.253, 0.533, 0.482, 0.511, -0.082, -1.279, 1.409, -1.256, -2.819, 2.780, -1.968, -1.767, 0.601, -1.431, -1.599, -1.328, 0.279, -0.975, -1.186, 0.497, 0.333, 0.383, 0.617, 0.396, 0.051, 0.302, 0.798, 0.450, 0.404, 0.472, 0.663, 0.335, 0.465, 0.429, 0.346, 0.509, 0.427, 0.391, 0.652, 0.204, 0.271, 0.462, 0.186, 0.416, 0.269, 0.401, -2.145, 1.062, -0.295, -0.880, 0.812, -0.782, -0.071, -0.185, -0.466, 0.283, 0.744, 0.362, 0.528, 0.404, 0.533, 0.322, -0.285, 0.513, 0.004, -0.501, -0.607, -0.699, 0.470, -0.790, 0.338, 0.360, 0.434, 0.478]}

Record 2
{"formula": "C35H43ClIPY", "method": "the ωB97M-V functional and the def2-TZVPD basis", "orbital_gap_ev": 7.9, "lumo_energy_ev": -3.28, "charge": 1, "elements": ["Y", "C", "C", "C", "C", "C", "C", "C", "C", "C", "C", "C", "C", "C", "C", "C", "C", "C", "H", "H", "H", "H", "H", "H", "H", "H", "H", "H", "H", "H", "H", "H", "H", "H", "H", "H", "H", "H", "H", "H", "H", "H", "H", "H", "H", "H", "H", "Cl", "C", "C", "C", "C", "C", "C", "P", "C", "C", "C", "C", "C", "C", "C", "C", "C", "C", "C", "C", "H", "H", "H", "H", "H", "H", "H", "H", "H", "H", "H", "H", "H", "H", "I"], "xyz": [[0.692, 0.180, 0.511], [0.600, -2.043, 0.995], [1.598, -1.538, 1.900], [2.795, -1.312, 1.074], [2.429, -1.556, -0.269], [1.078, -1.939, -0.370], [0.445, -2.631, -1.588], [1.383, -3.822, -1.887], [0.376, -1.676, -2.823], [-0.936, -3.188, -1.161], [4.213, -1.038, 1.438], [5.029, -0.655, 0.164], [4.855, -2.397, 1.930], [4.448, 0.032, 2.538], [1.395, -1.600, 3.417], [1.468, -0.259, 4.209], [2.312, -2.672, 3.997], [-0.073, -2.087, 3.700], [-0.307, -2.435, 1.347], [3.005, -1.425, -1.125], [2.362, -3.390, -2.114], [1.013, -4.384, -2.742], [1.357, -4.491, -1.008], [1.314, -1.141, -3.035], [-0.383, -0.918, -2.631], [0.073, -2.236, -3.708], [-0.806, -3.924, -0.399], [-1.397, -3.640, -2.053], [-1.690, -2.453, -0.828], [5.029, -1.424, -0.641], [6.106, -0.481, 0.423], [4.675, 0.317, -0.275], [4.449, -2.714, 2.881], [5.927, -2.303, 1.981], [4.658, -3.135, 1.152], [4.004, 1.003, 2.231], [5.560, 0.169, 2.626], [4.028, -0.223, 3.543], [0.956, 0.584, 3.677], [2.500, -0.032, 4.477], [0.924, -0.412, 5.158], [3.357, -2.288, 4.119], [2.322, -3.517, 3.303], [1.809, -2.881, 4.973], [-0.866, -1.421, 3.302], [-0.263, -2.280, 4.757], [-0.222, -3.067, 3.280], [-1.127, 1.762, 2.112], [-1.731, 3.138, 1.211], [-1.869, 4.344, 1.928], [-2.588, 5.437, 1.379], [-2.954, 5.359, 0.055], [-2.630, 4.192, -0.693], [-2.084, 3.045, -0.128], [-1.690, 1.543, -1.034], [-1.590, 2.201, -2.686], [-2.102, 1.544, -3.820], [-1.969, 2.103, -5.081], [-1.391, 3.365, -5.241], [-0.794, 3.981, -4.124], [-0.834, 3.335, -2.883], [-3.359, 0.844, -1.083], [-3.590, -0.216, -0.219], [-4.791, -0.871, -0.193], [-5.795, -0.526, -1.127], [-5.577, 0.520, -1.985], [-4.408, 1.279, -1.880], [-1.550, 4.371, 2.939], [-2.764, 6.336, 1.941], [-3.435, 6.224, -0.438], [-2.958, 4.181, -1.737], [-2.660, 0.594, -3.655], [-2.410, 1.611, -5.995], [-1.364, 3.886, -6.244], [-0.347, 4.944, -4.225], [-0.319, 3.874, -2.060], [-2.951, -0.484, 0.587], [-4.893, -1.735, 0.431], [-6.780, -1.042, -1.057], [-6.339, 0.721, -2.737], [-4.215, 2.101, -2.554], [2.254, 2.780, -0.147]], "mulliken_charge": [1.415, -0.952, -0.213, -0.010, -0.875, -0.636, 1.918, -1.576, -1.485, -1.899, 1.573, -1.721, -1.513, -1.304, 2.126, -1.335, -1.724, -2.021, 0.829, 1.035, 0.400, 0.433, 0.349, 0.253, 0.285, 0.475, 0.423, 0.456, 0.227, 0.323, 0.437, 0.299, 0.251, 0.475, 0.337, 0.180, 0.490, 0.013, 0.132, 0.413, 0.433, 0.165, 0.383, 0.490, 0.265, 0.500, 0.511, -0.229, 0.862, -0.758, -0.620, -0.781, -0.196, 0.247, 0.904, 0.306, -0.258, -0.690, -0.512, -0.712, -0.661, 0.329, -0.559, -0.605, -0.508, -0.754, -0.103, 0.515, 0.432, 0.397, 0.301, 0.422, 0.346, 0.349, 0.487, 0.398, 0.378, 0.437, 0.351, 0.413, 0.512, -0.468]}

no.,strongest force on any atom (eV/Å)
1,2.01
2,5.48